# 1
One molecule with the formula C7H12O2. Source: the OMol25 dataset; level of theory: the ωB97M-V functional and the def2-TZVPD basis.

Geometry as XYZ:
```
21
Properties=species:S:1:pos:R:3:nbo_charge:R:1
C 0.8417 -0.1341 -0.3684 0.061
C -0.3285 0.5304 0.2519 0.310
C -0.8196 -1.6485 0.6244 -0.498
C 0.7965 -0.4920 -1.8446 -0.618
C -1.5093 0.9866 -0.5447 -0.678
C -0.0495 1.2988 1.5016 -0.689
C 0.5652 -1.4087 0.6224 0.485
O 2.0881 0.4174 -0.0438 -0.721
O 1.4408 -1.6546 1.4486 -0.640
H 2.4271 -0.1297 0.6936 0.499
H -1.2297 -2.2594 1.4216 0.218
H -1.3737 -1.6989 -0.3012 0.211
H 1.6367 -1.1494 -2.0610 0.234
H -0.1214 -1.0051 -2.1228 0.205
H 0.9026 0.4100 -2.4492 0.215
H -0.9685 1.6246 1.9861 0.219
H -1.2817 1.9900 -0.9273 0.235
H -1.7280 0.3503 -1.3972 0.225
H -2.3967 1.0758 0.0812 0.229
H 0.5676 0.7120 2.1851 0.249
H 0.5404 2.1844 1.2435 0.249
```

Summary:
E   -11546.3639 eV
Relative energy (zero: lowest compared OMol25 entry of this formula, charge and spin)   47.04 kcal per mole
E_HOMO   -8.8 eV

# 2
A 7-piece molecular cluster, C24H57BF4NO15P3 overall. Source: the OMol25 dataset; level of theory: the ωB97M-V functional and the def2-TZVPD basis.

Geometry as XYZ:
```
105
Properties=species:S:1:pos:R:3:mulliken_charge:R:1
C 1.3126 1.7487 -1.9518 -1.465
C 0.5936 2.8007 -2.6518 1.650
C -0.8654 2.5667 -3.0168 -0.716
C -1.8044 2.5877 -1.7748 -0.187
C -1.7704 3.8567 -1.0488 -0.617
C -0.3274 4.3407 -0.6718 1.735
N 0.6596 4.0727 -1.8498 0.857
O 1.6306 4.9707 -1.9418 -0.342
C 0.0376 3.5817 0.5802 -1.595
C -0.4404 5.9227 -0.3818 -1.808
C 1.4286 3.0977 -3.8908 -1.816
H 2.3416 2.1117 -1.8128 0.560
H 1.3896 0.8347 -2.6018 -0.086
H 0.9256 1.2567 -1.1228 0.207
H -0.9944 1.5917 -3.5758 0.099
H -1.2894 3.5097 -3.7608 0.306
H -1.3054 1.8797 -1.0828 -0.251
H -2.7634 2.2107 -1.9638 0.735
H -2.5184 4.0557 -0.2888 -0.325
H -1.9234 4.7227 -1.7488 0.553
H 0.9766 3.9847 1.0832 0.441
H 0.3596 2.6947 0.3742 0.429
H -0.6794 3.7267 1.4502 -0.068
H 0.6586 6.3147 -0.0238 0.297
H -1.1784 6.2087 0.2542 0.418
H -0.4634 6.4237 -1.2648 0.638
H 2.4216 3.0987 -3.9988 0.488
H 0.9896 4.0137 -4.2308 0.490
H 1.3766 2.2637 -4.5718 0.334
B -0.9874 -1.2943 -0.2128 -0.141
F 0.0286 -2.2313 -0.0358 -0.271
F -2.2154 -1.9743 0.0592 -0.362
F -0.8634 -0.2063 0.5742 0.005
F -1.0824 -1.0403 -1.6608 -0.252
C 5.2586 -2.3603 1.7552 -1.106
C 4.1556 -2.7793 0.8732 0.630
O 3.8856 -4.0293 0.6792 -0.629
C 3.2266 -1.7823 0.2912 0.014
H 5.8716 -1.8833 0.9892 0.332
H 5.8266 -3.1503 2.3372 0.302
H 4.8206 -1.8173 2.7762 0.199
H 2.8896 -1.2483 1.2002 -0.207
H 2.4186 -2.3303 -0.2198 -0.028
H 3.9556 -1.3553 -0.3838 0.548
C 0.7726 1.5057 3.8632 -0.429
C 1.1726 0.0987 3.6212 0.731
O 2.3826 -0.1963 3.1442 -0.617
C 0.2036 -0.9713 3.7742 -0.688
H 0.5356 1.5637 4.9132 0.418
H -0.0264 1.8247 3.3942 -0.257
H 1.5476 2.3587 3.4482 0.160
H 0.7566 -1.7493 4.3362 0.334
H -0.2954 -1.2173 2.7552 -0.084
H -0.6334 -0.9043 4.5402 0.392
C -3.3094 1.6397 2.8322 -0.669
O -2.8384 2.6107 3.7502 -0.250
P -2.9974 4.2017 3.5452 0.655
O -1.6964 4.7527 3.6242 -0.618
O -3.3954 4.4147 1.9222 0.150
C -4.4024 5.1527 1.3122 -0.922
O -3.9284 5.0217 4.5892 -0.364
C -3.3894 5.2577 5.9282 -0.876
H -3.5344 0.8837 3.4932 0.517
H -2.4654 1.1317 2.5652 0.077
H -3.9214 1.7787 1.9562 0.316
H -5.3954 4.4707 1.2532 0.277
H -4.1004 5.5337 0.4012 0.361
H -4.7184 5.9907 1.9182 0.340
H -4.0424 5.7997 6.5462 0.328
H -2.8074 6.1507 5.7442 0.325
H -2.8614 4.5557 6.3362 0.401
C 2.1656 -1.3393 -7.7278 -0.657
O 0.7826 -1.0373 -7.6268 -0.393
P 0.1966 -1.0273 -6.0528 0.785
O 0.7126 0.2157 -5.4928 -0.411
O -1.3994 -0.8613 -6.0228 -0.441
C -2.2714 -1.5263 -5.1398 -0.569
O 0.6566 -2.3583 -5.1728 -0.384
C 1.0366 -2.0773 -3.8078 -0.379
H 2.5166 -0.2593 -7.6048 0.244
H 2.4936 -1.5263 -8.7698 0.291
H 2.8396 -1.9833 -6.9968 0.246
H -3.1734 -1.4003 -5.4538 0.418
H -2.2124 -0.8903 -4.2508 0.106
H -1.7524 -2.4353 -4.9118 0.332
H 1.8336 -1.4353 -3.8458 0.414
H 1.0116 -3.0113 -3.2418 0.409
H 0.3166 -1.7493 -3.3278 0.005
C 0.3966 -4.5223 1.6952 -0.530
O 0.8466 -5.4583 2.6842 -0.287
P 0.4136 -6.9773 2.5302 0.963
O -0.8114 -6.9673 1.7372 -0.712
O 1.4946 -7.8303 1.6212 -0.349
C 2.7236 -7.2443 1.1782 -0.606
O 0.0736 -7.7353 3.9102 -0.330
C -0.5444 -8.9293 3.8822 -0.753
H 0.6746 -4.8873 0.7072 0.331
H 0.6656 -3.3503 1.8622 -0.316
H -0.5804 -4.6523 1.7362 0.780
H 2.5416 -6.3363 0.7842 0.213
H 3.1996 -7.8303 0.5202 0.394
H 3.2166 -7.0593 2.1252 0.292
H -0.1284 -9.7863 3.2562 0.281
H -1.6004 -8.9563 3.3832 0.268
H -0.9194 -9.4063 4.7922 0.344
```

Summary:
E   -97422.9254 eV
Relative energy (zero: lowest compared OMol25 entry of this formula, charge and spin)   106.86 kcal per mole
E_HOMO   -8.7 eV

# 3
One molecule with the formula C3H7N3S. Source: the OMol25 dataset; level of theory: the ωB97M-V functional and the def2-TZVPD basis.

Geometry as XYZ:
```
14
Properties=species:S:1:pos:R:3:nbo_charge:R:1
H 1.0968 1.9202 -0.5590 0.367
N 0.2295 1.3297 -0.3277 -0.777
C 0.2021 0.0392 -0.6472 0.470
C 1.5022 -0.3472 -1.4564 -0.654
N -0.4561 -0.8680 0.0019 -0.608
C -1.5366 -0.6390 1.0347 0.224
N -1.8724 0.0657 2.0477 -0.570
S -1.1766 1.4620 2.6288 0.155
H 1.3135 -1.0253 -2.2381 0.211
H 1.8625 0.6164 -1.7416 0.224
H 2.1998 -0.9619 -0.8315 0.225
H -0.5954 -1.7533 -0.3996 0.404
H -2.1862 -1.5541 1.0752 0.166
H -0.5831 1.7155 1.4129 0.163
```

Summary:
E   -18527.4573 eV
Relative energy (zero: lowest compared OMol25 entry of this formula, charge and spin)   69.49 kcal per mole
E_HOMO   -8.3 eV

# 4
C27H28ClIN4Se2SrTe2 as an isolated structure. Source: the OMol25 dataset; level of theory: the ωB97M-V functional and the def2-TZVPD basis.

Geometry as XYZ:
```
66
Properties=species:S:1:pos:R:3:nbo_charge:R:1
Sr 0.1942 -0.0640 -0.5446 1.713
N -1.4134 -1.8651 1.1057 -0.911
C -2.6663 -2.5417 0.8341 -0.212
C -3.8315 -1.5641 0.6762 -0.408
C -3.7137 -0.5957 -0.4991 -0.208
N -2.7099 0.4231 -0.2605 -0.868
H -0.6763 -2.5635 1.1632 0.382
H -1.4466 -1.4538 2.0406 0.407
H -2.9383 -3.2504 1.6355 0.164
H -2.5498 -3.1247 -0.0837 0.186
H -3.9315 -0.9860 1.5981 0.196
H -4.7423 -2.1542 0.5436 0.198
H -4.7126 -0.1547 -0.6736 0.156
H -3.4373 -1.1375 -1.4073 0.183
H -2.8504 0.8448 0.6526 0.367
H -2.7722 1.1590 -0.9573 0.376
Se 0.0444 -1.2692 4.2216 -0.877
Te 1.4235 -0.0855 2.5198 -0.064
Te 3.2280 -2.1027 2.3777 -0.011
Se 4.5335 -1.1227 0.4926 -0.885
I -0.9209 2.9819 1.6501 0.073
C 0.4510 4.2388 0.5703 -0.069
C 0.3887 5.5622 0.9160 -0.302
C 1.2324 6.4899 0.2931 -0.238
C 2.1046 6.0502 -0.6592 -0.185
C 2.1817 4.6888 -1.0125 -0.093
C 3.1138 4.2758 -1.9811 -0.233
C 3.2619 2.9443 -2.2492 -0.201
C 2.4488 2.0001 -1.6088 -0.293
C 1.4333 2.3177 -0.7178 -0.458
C 1.3364 3.7062 -0.3896 -0.069
H -0.3061 5.8981 1.6716 0.211
H 1.1858 7.5346 0.5758 0.196
H 2.7761 6.7410 -1.1542 0.190
H 3.7134 5.0294 -2.4813 0.186
H 3.9992 2.6115 -2.9689 0.194
H 2.6432 0.9594 -1.8406 0.180
Cl 0.9659 -4.0336 -6.7425 -0.089
C 0.5145 -2.6704 -5.7416 -0.151
C 1.4981 -1.8421 -5.2103 -0.234
C 1.1300 -0.7679 -4.4415 -0.273
C -0.2260 -0.4854 -4.1234 -0.013
C -0.5951 0.5762 -3.2794 -0.885
C -1.1813 -1.3521 -4.7165 -0.304
C -0.8269 -2.4183 -5.5072 -0.171
H 2.5422 -2.0452 -5.4165 0.208
H 1.8946 -0.1257 -4.0255 0.206
H -1.6470 0.8543 -3.3257 0.169
H 0.0657 1.4360 -3.2870 0.206
H -2.2320 -1.1576 -4.5448 0.189
H -1.5792 -3.0574 -5.9549 0.197
N 2.1786 -3.8907 -2.2851 -0.529
C 2.0593 -2.7170 -1.6146 0.245
N 0.8309 -2.3053 -1.5291 -0.611
C 0.0717 -3.2365 -2.1854 0.170
C -1.2929 -3.2839 -2.4182 -0.221
C -1.7893 -4.3839 -3.0845 -0.232
C -0.9526 -5.4020 -3.5381 -0.224
C 0.4136 -5.3597 -3.3478 -0.231
C 0.9151 -4.2632 -2.6669 0.097
H 3.0400 -4.3805 -2.4648 0.421
H 2.9133 -2.2130 -1.1980 0.263
H -1.9258 -2.4752 -2.1020 0.220
H -2.8486 -4.4594 -3.2818 0.200
H -1.3798 -6.2415 -4.0658 0.200
H 1.0688 -6.1336 -3.7210 0.207
```

Summary:
Charge   -2
E   -201155.9724 eV
Relative energy (zero: lowest compared OMol25 entry of this formula, charge and spin)   34.43 kcal per mole
E_HOMO   -0.9 eV

# 5
C27H41Cl3MnN3O3Si as an isolated structure. Source: the OMol25 dataset; level of theory: the ωB97M-V functional and the def2-TZVPD basis.

Geometry as XYZ:
```
79
Properties=species:S:1:pos:R:3:mulliken_charge:R:1
C 2.7368 3.5865 -3.5355 -1.207
C 1.4480 3.7298 -2.8006 0.343
H 2.8732 4.4434 -4.2042 0.437
H 2.7184 2.6480 -4.1084 0.009
H 3.5854 3.5169 -2.8370 0.262
C 0.5561 4.7158 -2.9710 0.382
C 0.6788 5.8523 -3.9396 -1.627
H -0.3951 4.7085 -2.4291 0.170
H 0.6981 5.5002 -4.9845 0.313
H 1.5928 6.4469 -3.7796 0.338
H -0.1990 6.5080 -3.8216 0.373
Mn 0.9450 -2.4530 0.4311 0.754
Cl 2.6837 -2.3393 1.8532 -0.595
Cl 0.3755 -4.4112 -0.4175 -0.704
H -0.4822 -6.5298 3.3786 0.302
H 2.7522 -5.9674 3.8437 0.293
C -0.0281 -6.0442 2.5004 -0.936
C 2.4095 -5.6352 2.8510 -0.794
N 1.0410 -5.1557 2.9020 0.339
H -0.7911 -5.4796 1.9556 0.284
C 0.7537 -3.9030 3.3387 -0.331
O -0.3168 -3.3109 3.1642 -0.654
H 3.0540 -4.8154 2.5069 0.289
H 1.6082 -3.4337 3.8664 0.573
H 0.3934 -6.8233 1.8575 0.304
H 2.4796 -6.4814 2.1557 0.277
H -0.6148 0.7374 -4.7770 0.120
H -2.4309 2.6832 -3.3649 0.299
C -1.6240 0.2887 -4.7328 -1.004
C -3.0640 1.7820 -3.3849 -1.064
N -2.2904 0.5521 -3.4573 0.373
H -1.5620 -0.7917 -4.9120 0.371
C -2.2644 -0.3680 -2.4504 0.132
O -1.5309 -1.3514 -2.4307 -0.565
H -3.7140 1.7914 -2.5022 0.290
H -2.9582 -0.1797 -1.5957 0.186
H -2.2391 0.7446 -5.5199 0.390
H -3.6938 1.8355 -4.2802 0.407
O 0.7825 1.4545 -2.7211 -0.448
C 1.0832 2.4940 -1.9302 -0.398
C -1.1681 3.0391 -0.7251 0.802
C 0.2172 2.9408 -0.6940 0.107
H -1.7060 2.8427 -1.6506 0.140
C -1.8683 3.4351 0.4309 -0.932
H 2.0676 2.2417 -1.4739 0.141
C 0.9206 3.4035 0.4153 -0.431
H -2.9565 3.4581 0.4845 0.376
C -1.1475 3.8154 1.5654 -0.339
C 0.2395 3.8634 1.5319 -0.872
H 2.0041 3.4585 0.3662 0.405
H -1.6024 4.0741 2.5221 0.395
H 0.8113 4.2527 2.3677 0.369
Si 2.4385 -1.3164 -2.7715 0.777
Cl 1.3563 -0.5853 -0.8185 -0.058
C 1.0939 -2.2622 -3.7011 -0.732
C 3.3773 -2.6636 -1.8546 -1.120
C 3.3988 -0.2405 -3.9275 -0.969
H 0.0653 -1.9167 -3.4955 -0.034
H 1.1443 -3.3265 -3.4064 0.380
H 1.3018 -2.1964 -4.7842 0.342
H 2.7049 0.2267 -4.6463 0.170
H 4.0584 -0.9424 -4.4680 0.460
H 4.0281 0.4938 -3.4051 0.282
H 3.6246 -2.4390 -0.8090 0.270
H 4.3033 -2.8507 -2.4065 0.369
H 2.8031 -3.6012 -1.8438 0.279
N -0.5671 -1.1530 1.1088 -0.409
C -1.0274 -0.4409 1.9176 -0.007
C -1.6695 0.3015 2.9507 0.593
C -0.9658 0.8626 4.0361 -0.361
C -1.6777 1.4163 5.1044 -0.634
C -3.0737 1.4160 5.1032 -0.297
C -3.7640 0.9584 3.9829 -0.635
C -3.0686 0.4166 2.9025 -0.225
H 0.1290 0.8649 4.0491 0.517
H -1.1592 1.8419 5.9627 0.376
H -3.6273 1.7663 5.9765 0.387
H -4.8515 1.0035 3.9723 0.384
H -3.5972 0.0602 2.0168 0.455
```

Summary:
Charge   -1
E   -116046.7568 eV
Multiplicity   6
E_HOMO (spin up / spin down)   -3.7 / -3.7 eV
⟨S²⟩   8.757

# 6
A 2-piece molecular cluster, C3H12N4 overall. Source: the OMol25 dataset; level of theory: the ωB97M-V functional and the def2-TZVPD basis.

Geometry as XYZ:
```
19
Properties=species:S:1:pos:R:3:nbo_charge:R:1
N 1.2878 -1.3053 1.0989 -0.823
C 0.9493 0.0086 0.7343 -0.080
C 0.6918 0.3559 -0.5820 0.165
N 0.8317 -0.6672 -1.5763 -0.865
N 0.8978 1.7108 -0.9734 -0.853
H 1.1251 -1.5131 2.0741 0.375
H 0.8482 -1.9883 0.4971 0.381
H 1.2613 0.7767 1.4279 0.201
H 1.7316 -1.1289 -1.5678 0.374
H 0.6156 -0.3306 -2.5034 0.370
H 0.9990 1.8928 -1.9637 0.374
H 1.6310 2.1877 -0.4652 0.376
C -2.0309 0.0449 1.0792 -0.415
N -2.0883 0.0972 -0.3363 -0.809
H -2.5001 0.9206 1.5256 0.183
H -2.4274 -0.8845 1.4937 0.185
H -0.9013 0.0822 1.3856 0.167
H -1.8780 -0.8239 -0.7191 0.343
H -1.0443 0.5646 -0.6293 0.351
```

Summary:
E   -9263.9248 eV
Relative energy (zero: lowest compared OMol25 entry of this formula, charge and spin)   54.88 kcal per mole
E_HOMO   -7.3 eV

# 7
A 5-piece molecular cluster, H11O5 overall. Source: the OMol25 dataset; level of theory: the ωB97M-V functional and the def2-TZVPD basis.

Geometry as XYZ:
```
16
Properties=species:S:1:pos:R:3:nbo_charge:R:1
O -0.4126 -0.7427 0.2651 -0.833
H -0.4206 -0.1947 1.0281 0.541
H -0.5426 -0.4357 -0.7059 0.586
H 0.6164 -0.7747 0.1231 0.538
O -0.7146 0.0543 2.6651 -0.980
H 0.1974 0.3923 2.7601 0.510
H -0.9566 -0.9507 2.8331 0.531
O 0.2534 1.8643 -0.3889 -1.005
H -0.3006 2.5413 0.2801 0.535
H 1.0374 2.0393 -0.7199 0.474
O -1.6756 -0.3707 -2.1889 -0.961
H -1.7696 -1.1867 -2.5709 0.478
H -2.6956 0.0033 -2.3129 0.515
O 2.2754 -0.8387 -0.0139 -0.948
H 2.6064 0.1193 -0.4419 0.516
H 2.5024 -1.5197 -0.6109 0.503
```

Summary:
Charge   +1
E   -10407.0698 eV
Relative energy (zero: lowest compared OMol25 entry of this formula, charge and spin)   78.62 kcal per mole
E_HOMO   -15.8 eV

# 8
BrH8MnO4 as an isolated structure. Source: the OMol25 dataset; level of theory: the ωB97M-V functional and the def2-TZVPD basis.

Geometry as XYZ:
```
14
Properties=species:S:1:pos:R:3:nbo_charge:R:1
Mn 1.5189 -1.2721 -1.2389 1.617
Br -0.7419 -0.2720 -0.3678 -0.673
O 0.5113 2.7106 -1.6285 -0.981
H 0.0746 2.0143 -1.1282 0.479
H 0.3768 3.5166 -1.1147 0.514
O 0.1085 -1.8314 2.7085 -0.928
H 0.6053 -2.6009 2.4095 0.465
H 0.1762 -1.1749 2.0015 0.460
O -3.0524 -1.1827 2.2036 -0.929
H -2.3001 -1.0306 2.7881 0.475
H -2.7161 -1.0241 1.3142 0.453
O 1.8116 0.3636 -2.4661 -1.058
H 2.3975 0.6465 -3.1894 0.544
H 1.2297 1.1373 -2.2918 0.562
```

Summary:
Charge   +1
E   -109675.4742 eV
Multiplicity   6
E_HOMO (spin up / spin down)   -13.3 / -13.3 eV
⟨S²⟩   8.754

- Number 4 is which compound?
  C27H28ClIN4Se2SrTe2